Computed, not measured: a molecular structure, C43H69Cl4O3SbSi7Ti at a distorted geometry, with the ωB97M-V functional and the def2-TZVPD basis.

Structure (XYZ):
```
128
C43H69Cl4O3SbSi7Ti the ωB97M-V functional and the def2-TZVPD basis
Ti -0.12494 0.32972 -0.99161
C 0.07020 2.81464 1.64908
O -0.62563 1.64542 1.26312
Si -2.22603 1.67332 0.67434
C -3.23118 0.76825 2.01492
C -2.81531 3.48368 0.83363
C -2.09551 0.96958 -0.99300
Si -3.74019 0.41144 -1.58459
C -5.09922 1.73365 -1.26662
C -4.43362 -1.13135 -0.66397
C -4.06917 0.03479 -3.42644
Si 0.95762 2.60277 -1.89694
C -0.06715 4.24444 -2.06570
C 1.82419 2.57863 -3.63657
C 2.48569 3.27739 -0.89808
H -0.12015 3.64227 0.96173
H 1.14145 2.60345 1.64055
H -0.21175 3.12347 2.66355
H -3.11719 1.19594 3.01184
H -2.92972 -0.28206 2.05907
H -4.29234 0.78989 1.74682
H -2.75732 3.85429 1.86163
H -3.85573 3.53950 0.50443
H -2.23972 4.14956 0.18613
H -5.23241 1.93290 -0.19873
H -6.06530 1.41389 -1.66910
H -4.83245 2.67865 -1.75008
H -5.18290 -0.85702 0.08383
H -3.63182 -1.66330 -0.14451
H -4.89445 -1.82995 -1.36660
H -4.20260 0.95000 -4.00744
H -4.99279 -0.54624 -3.50586
H -3.27631 -0.54386 -3.89681
H -1.07399 4.04877 -2.44680
H 0.42717 4.93396 -2.75618
H -0.17561 4.75674 -1.10395
H 1.14348 2.27408 -4.43386
H 2.66981 1.88626 -3.65506
H 2.20603 3.57385 -3.88805
H 2.20259 3.69173 0.07326
H 3.00385 4.06419 -1.45543
H 3.20398 2.47249 -0.71028
Cl 5.36218 -3.31802 0.36627
C 3.74077 -2.82837 0.01603
C 2.90329 -3.65302 -0.70845
Cl 3.48786 -5.15443 -1.33474
C 1.57616 -3.27020 -0.92984
Cl 0.50484 -4.33247 -1.77116
C 1.10705 -2.02481 -0.51312
O -0.12349 -1.57620 -0.67026
C 2.01721 -1.10512 0.09365
O 1.56565 0.11170 0.29471
C 3.27787 -1.58254 0.45785
Cl 4.30133 -0.60684 1.44783
C 2.06269 -2.58161 6.18723
Si 1.47774 -2.49123 4.36577
C -0.09244 -3.57715 4.34489
C 2.78241 -3.50216 3.42464
Sb 0.65971 -0.33716 3.10416
Si -0.80846 0.33544 5.19042
C -1.52745 2.10923 5.16887
C -0.13184 0.21132 6.98021
C -2.33718 -0.81900 5.24940
Si 2.56508 1.24654 3.99943
C 3.55615 2.23796 2.70311
C 3.81313 0.34619 5.12941
C 1.92626 2.65643 5.12633
H 1.73689 -3.52497 6.63311
H 1.65662 -1.77033 6.79162
H 3.15162 -2.52994 6.25652
H 0.13095 -4.62554 4.56056
H -0.57620 -3.53362 3.36498
H -0.81834 -3.23081 5.08486
H 2.87799 -4.50037 3.86011
H 3.76736 -3.02964 3.44733
H 2.50022 -3.61868 2.37501
H -0.85351 2.81450 5.66091
H -2.48654 2.13816 5.69083
H -1.69304 2.47286 4.15303
H 0.86441 0.64736 7.08473
H -0.06860 -0.82960 7.30218
H -0.79496 0.73410 7.67532
H -2.46029 -1.35982 4.30920
H -3.26081 -0.26502 5.42977
H -2.23377 -1.56087 6.04541
H 4.62788 2.04170 2.77471
H 3.39842 3.31132 2.83351
H 3.24325 1.97927 1.69130
H 4.24635 -0.53229 4.64603
H 3.31955 0.01975 6.04827
H 4.62602 1.02614 5.39861
H 1.30417 3.35438 4.56071
H 2.77816 3.21011 5.53035
H 1.33932 2.29067 5.97016
C -1.42166 2.29877 -6.95064
C -1.80818 2.53780 -5.63763
C -1.40243 1.68641 -4.62234
C -0.61398 0.56227 -4.88346
C -0.21872 0.35312 -6.20639
C -0.61364 1.20469 -7.22879
Si -0.16568 -0.62175 -3.43545
C -1.34269 -2.10945 -3.79996
C -1.47649 -2.70453 -5.05570
C -2.36633 -3.74586 -5.27876
C -3.17871 -4.20363 -4.25112
C -3.09684 -3.59669 -3.00464
C -2.18856 -2.57369 -2.78694
C 1.62214 -1.24739 -3.81579
C 1.94974 -2.16498 -4.81734
C 3.25785 -2.58201 -5.02329
C 4.28027 -2.10183 -4.21671
C 3.98110 -1.18917 -3.21467
C 2.67359 -0.76816 -3.02862
H -1.72760 2.96857 -7.74623
H -2.42828 3.39712 -5.40556
H -1.68867 1.89299 -3.59478
H 0.43170 -0.48337 -6.44349
H -0.28410 1.02201 -8.24632
H -0.88890 -2.33798 -5.89110
H -2.43511 -4.19720 -6.26305
H -3.87679 -5.01548 -4.42073
H -3.74697 -3.91798 -2.19866
H -2.12348 -2.11819 -1.80836
H 1.16556 -2.58558 -5.43672
H 3.48325 -3.28722 -5.81622
H 5.29891 -2.44309 -4.35812
H 4.76931 -0.80265 -2.57804
H 2.46713 -0.03899 -2.25179
```

Values from the calculation:
HOMO	-0.0819	hartree
Kohn-Sham gap	6.2327	eV
total energy	-186748.29029	eV
total charge	-2

Mulliken atomic charge list, values in e, 8 entries: atom 1 (Ti): -1.63, atom 2 (C): 0.32, atom 3 (O): -0.92, atom 4 (Si): -0.08, atom 5 (C): -0.66, atom 6 (C): -1.22, atom 7 (C): 2.14, atom 8 (Si): 0.73